{"formula": "C7H10FN3O2", "method": "ωB97M-V/def2-TZVPD", "elements": ["C", "C", "C", "C", "C", "C", "C", "N", "N", "N", "O", "O", "F", "H", "H", "H", "H", "H", "H", "H", "H", "H", "H"], "positions_angstrom": [[-2.0197, 1.4180, 0.1898], [-2.7022, -0.6228, -0.4495], [1.1614, -1.3021, -0.2694], [0.4410, 1.2836, -0.0931], [1.4057, 0.1816, 0.3141], [-0.3667, -1.6350, -0.0261], [2.9025, 0.4006, 0.1489], [-3.1575, 0.6211, 0.0097], [-0.8370, 0.7635, -0.1359], [-1.2694, -0.5383, -0.4652], [-2.0868, 2.5766, 0.5238], [-3.3903, -1.5688, -0.7730], [-0.4583, -1.8717, 1.3500], [1.3371, -1.2537, -1.3770], [1.8451, -2.0418, 0.2974], [0.2403, 2.1522, 0.5799], [0.7171, 1.6618, -1.0185], [1.2595, 0.1167, 1.3642], [-0.7498, -2.6451, -0.5580], [3.1979, 0.5065, -0.8709], [3.3783, -0.5166, 0.3937], [3.2799, 1.2592, 0.7621], [-4.1279, 1.0543, 0.1029]], "atomic_forces_ev_per_a": [[0.44, 1.75, 0.18], [-0.88, -0.53, 0.07], [-1.60, 1.45, 0.08], [0.77, 0.02, 0.85], [1.04, -1.48, 0.48], [-0.46, -1.94, -1.44], [-0.39, 1.52, 0.41], [1.13, -0.09, -0.27], [-6.28, -1.33, 0.71], [1.49, -1.96, -0.38], [0.18, 0.58, 0.25], [1.13, 0.66, 0.37], [-0.39, 0.30, -0.21], [0.08, -0.42, 0.97], [-1.35, 1.17, -1.15], [1.20, -0.53, -0.08], [0.62, 0.95, -2.12], [-0.19, -0.52, 1.16], [0.85, 2.49, 1.15], [0.04, 0.65, -0.97], [0.65, -0.63, 0.89], [-0.16, -0.82, -0.58], [2.08, -1.30, -0.37]], "mulliken_charge": [0.354, 0.281, -0.791, -0.614, 0.489, -0.038, -1.667, -0.099, 0.220, 0.008, -0.646, -0.584, -0.341, 0.378, 0.376, 0.303, 0.282, 0.280, 0.297, 0.416, 0.449, 0.355, 0.291], "e_tot_ev": -18703.337, "e_above_lowest_kj_mol": 66.7, "lumo_ev": 0.7, "homo_energy_ev": -8.94, "spin_multiplicity": 1, "homo_lumo_gap_ev": 9.6, "smiles": "C[C@@H]1C[C@@H](F)n2c(=O)[nH]c(=O)n2C1"}

{"formula": "C16H16CrF5N5S2Se", "method": "ωB97M-V/def2-TZVPD", "elements": ["Cr", "N", "C", "C", "C", "N", "C", "C", "N", "C", "H", "H", "H", "H", "H", "H", "H", "H", "H", "H", "H", "H", "H", "H", "H", "H", "S", "C", "S", "C", "C", "N", "C", "N", "F", "C", "C", "F", "C", "F", "C", "Se", "C", "F", "C", "F"], "positions_angstrom": [[0.2383, 0.8801, 0.4754], [0.5602, -3.0977, -1.0163], [0.8168, -2.2950, 0.2215], [2.3059, -2.1286, 0.4904], [2.5187, -1.1514, 1.6628], [2.2224, 0.2271, 1.2418], [1.6664, -1.5417, 2.8756], [0.1977, -1.8213, 2.5443], [-0.4809, -0.5928, 2.1114], [0.1054, -2.8756, 1.4328], [0.8555, -2.5739, -1.8508], [-0.4477, -3.2800, -1.1028], [1.0574, -3.9977, -0.9977], [0.3825, -1.2967, 0.0598], [2.8157, -1.7316, -0.3901], [2.7523, -3.0910, 0.7460], [3.5705, -1.2256, 1.9679], [2.9287, 0.5382, 0.5727], [2.3177, 0.8433, 2.0514], [1.7245, -0.7429, 3.6181], [2.0870, -2.4381, 3.3346], [-0.2807, -2.2174, 3.4497], [-0.4700, 0.0690, 2.8916], [-1.4695, -0.7917, 1.9457], [-0.9446, -3.0678, 1.2078], [0.5644, -3.8028, 1.7725], [-1.9642, 1.3811, 0.0066], [-1.8421, 2.4858, 1.3357], [-0.2804, 2.4812, 2.0838], [-2.8956, 3.2485, 1.7597], [-2.8043, 4.0546, 2.9082], [-2.7165, 4.6576, 3.8790], [-4.1290, 3.1723, 1.0849], [-5.1263, 3.0567, 0.5322], [-2.0204, 0.7990, -5.9404], [-1.2953, 1.1649, -4.8901], [-1.0332, 0.2609, -3.8664], [-1.4633, -1.0118, -3.9018], [-0.2707, 0.6741, -2.7932], [0.0185, -0.2617, -1.7971], [0.2530, 1.9502, -2.6517], [1.2689, 2.4097, -1.1433], [-0.0088, 2.8376, -3.7027], [0.4903, 4.0637, -3.6356], [-0.7718, 2.4598, -4.8009], [-1.0035, 3.3194, -5.7830]], "atomic_forces_ev_per_a": [[-0.23, 0.41, 0.63], [-0.10, 0.04, -0.23], [0.20, 0.42, 0.71], [-0.08, 0.30, -0.06], [0.11, -0.54, 0.28], [-0.03, 0.39, -0.20], [-0.15, 0.11, -0.16], [0.23, -0.35, 0.22], [-0.13, 0.01, 0.03], [-0.11, 0.33, -0.06], [-0.09, -0.10, 0.09], [0.20, -0.03, -0.13], [-0.15, 0.19, -0.01], [0.05, -0.82, -0.39], [0.07, -0.05, -0.08], [0.05, -0.06, 0.00], [-0.15, 0.05, -0.12], [-0.15, 0.06, 0.03], [0.08, -0.03, -0.10], [0.03, -0.04, 0.10], [0.05, 0.04, 0.01], [0.04, 0.00, -0.20], [-0.10, 0.07, -0.23], [0.09, 0.20, -0.05], [-0.12, -0.09, -0.01], [0.05, -0.13, -0.04], [0.01, -0.19, -0.33], [-0.61, 0.27, 0.25], [0.44, 0.07, 0.01], [0.85, -0.56, -0.40], [0.15, 0.17, 0.36], [0.08, 0.31, 0.39], [-0.32, -0.11, -0.16], [-0.43, -0.02, -0.28], [0.12, 0.07, 0.17], [0.15, 0.10, 0.21], [0.16, -0.10, 0.14], [-0.06, 0.18, -0.15], [0.24, 0.46, 0.05], [-0.22, -0.02, -0.36], [-0.48, -0.55, -0.68], [0.41, 0.24, 0.41], [0.04, -0.40, 0.45], [-0.11, 0.05, -0.18], [-0.07, -0.26, -0.02], [0.01, -0.07, 0.10]], "lowdin_spin": [3.202, 0.001, 0.011, 0.001, 0.001, 0.009, 0.000, -0.001, -0.003, 0.001, 0.000, 0.000, 0.000, 0.006, 0.000, 0.000, -0.001, 0.003, 0.003, 0.000, 0.000, -0.001, 0.003, 0.002, 0.000, 0.000, -0.061, 0.006, -0.122, 0.006, -0.003, 0.001, -0.002, 0.001, -0.001, -0.003, 0.000, 0.000, -0.001, 0.008, -0.002, -0.063, -0.003, -0.002, 0.000, 0.000], "e_tot_ev": -153321.190, "lumo_ev": [-4.2, -4.0], "homo_energy_ev": [-10.58, -10.56], "spin_multiplicity": 4, "charge": 1, "homo_lumo_gap_ev": [6.4, 6.6], "s2": 3.918}

Number 1 is which compound? C7H10FN3O2